63
Properties=species:S:1:pos:R:3:forces:R:3 method="wB97M-V/def2-TZVPD" spin_multiplicity=6 relative_energy_kcal_mol=7.8 total_energy_ha=-1933.92670 homo_ev="-6.4 / -6.4" mol_weight_g_mol=508.05
O 0.08593 2.37634 -1.45405 -0.2 -0.5 -0.5
C 0.89563 2.85724 -2.54896 0.4 -0.3 0.3
C -0.21457 3.76503 -3.06006 -0.4 -0.1 0.5
H 1.17259 2.01368 -3.21311 0.1 0.5 0.2
H 1.78916 3.39069 -2.17327 -0.2 -0.4 -0.2
C -0.99465 3.30550 -1.78186 0.2 0.1 -0.1
H -0.64373 3.40125 -4.00089 0.0 0.4 0.2
H 0.00022 4.84026 -3.06329 0.0 -0.3 -0.3
C -2.34546 2.61843 -2.02134 0.0 0.4 0.0
H -2.25258 1.55381 -2.26022 0.1 0.3 -0.1
H -2.85630 3.12108 -2.85653 0.0 -0.1 0.3
H -2.96358 2.70285 -1.12154 0.0 -0.1 -0.2
C -1.05558 4.33962 -0.66305 -0.2 0.1 -0.1
H -0.04353 4.59963 -0.33191 -0.2 0.0 -0.2
H -1.58846 3.92543 0.20455 0.2 0.1 -0.2
H -1.57903 5.24417 -1.00552 0.1 -0.2 0.1
Dy -0.13278 -0.55337 0.56599 3.5 3.7 2.2
C 0.54222 1.49318 3.30642 0.3 0.1 0.2
C 1.65622 0.67282 3.00194 -0.2 0.1 -0.4
C 2.15247 1.04816 1.71845 -0.5 0.4 0.2
H 2.11660 -0.04527 3.67689 -0.2 0.1 -0.2
C 1.34675 2.13804 1.25209 0.0 -0.6 0.4
C 0.35163 2.39812 2.24083 0.4 -0.2 -0.2
H -0.35303 3.22988 2.22394 0.1 -0.3 0.0
H -0.00142 1.49652 4.26141 0.2 -0.1 -0.6
H 3.05499 0.66826 1.24315 -0.2 0.1 0.1
H 1.54481 2.74399 0.37137 -0.1 -0.3 0.2
C -1.82992 -0.59422 2.35727 -1.2 -0.3 -0.3
C -2.24015 0.49629 1.53136 -1.2 -0.8 0.2
C -2.64615 -0.02652 0.26473 -0.4 -0.7 0.7
H -2.34412 1.53271 1.85203 0.3 -0.4 -0.2
C -2.42941 -1.44388 0.28026 -1.1 0.2 0.9
C -1.94229 -1.79979 1.58365 -1.2 0.4 0.1
H -1.75073 -2.81144 1.93710 0.0 0.4 -0.2
H -1.55535 -0.53527 3.41281 0.1 0.0 -0.6
H -3.19832 0.51937 -0.50135 0.6 -0.2 0.2
H -2.70533 -2.14610 -0.51039 0.2 0.3 0.3
O 0.03329 -1.23317 -1.43813 0.7 -1.2 -4.3
C -0.66856 -0.68126 -2.66249 0.5 -0.4 1.0
C -0.04159 -1.36848 -3.87746 -0.3 0.3 -0.1
H -0.49406 0.40245 -2.65984 -0.1 -0.4 0.2
H -1.73515 -0.89984 -2.52221 0.3 0.0 -0.1
C 0.92213 -2.44721 -3.37065 0.2 -0.2 0.3
H 0.49295 -0.61027 -4.46598 -0.2 -0.4 0.0
H -0.83806 -1.80414 -4.49256 0.3 0.2 0.0
C 0.82078 -2.46342 -1.84625 -0.6 0.8 0.2
H 1.95334 -2.21946 -3.67681 -0.4 -0.2 0.1
H 0.65030 -3.44396 -3.73505 0.2 0.3 -0.1
H 1.80845 -2.40323 -1.37168 -0.6 0.0 0.0
H 0.24639 -3.31613 -1.45683 0.3 0.2 -0.2
C 0.66560 -2.65683 3.65934 0.2 -0.1 0.2
C 1.74921 -2.70800 2.56664 -0.1 -0.2 0.3
C 2.29174 -4.13291 2.37825 0.2 0.0 0.5
C 1.27837 -2.22615 1.23012 -0.3 -0.1 -0.3
H -0.24253 -3.20853 3.35557 0.4 0.1 0.2
H 0.38363 -1.61314 3.88393 0.1 -0.5 -0.2
H 1.06183 -3.11134 4.58682 -0.3 0.1 -0.3
H 2.56945 -2.04294 2.88356 -0.2 -0.3 0.0
H 1.48025 -4.81415 2.06716 0.3 0.2 0.2
H 3.06289 -4.13089 1.59501 -0.1 -0.1 0.2
H 2.73194 -4.49421 3.32113 -0.1 -0.1 -0.3
H 2.13675 -1.92149 0.60524 -0.2 -0.3 0.0
H 0.63784 -2.98777 0.72428 0.5 0.0 0.1


81
Properties=species:S:1:pos:R:3:forces:R:3 method="wB97M-V/def2-TZVPD" total_energy_ha=-2852.08220 smiles=FC(F)C(F)(F)COC(F)(F)C(F)F.FC(F)C(F)(F)COC(F)(F)C(F)F.COCCCCCCCCC[C@H](N)COC homo_ev=-9.4 mol_weight_g_mol=695.52
F 0.05349 -0.49725 -4.25070 -0.2 -0.4 -0.3
C -0.20336 -0.38521 -2.94094 0.2 0.6 0.2
F 0.97629 -0.05962 -2.34923 0.0 -0.1 0.3
C -0.74909 -1.67558 -2.32041 -0.1 -0.9 -0.4
F 0.16313 -2.66742 -2.39150 0.2 0.2 -0.2
F -0.93126 -1.41610 -0.99495 -0.2 0.4 0.0
C -2.10710 -2.20523 -2.84807 -0.6 -0.3 0.0
O -2.10524 -3.27488 -3.80716 0.9 0.6 -0.4
C -2.00815 -3.01321 -5.18039 -0.8 0.2 1.3
F -2.13758 -1.70212 -5.42255 0.4 0.2 -0.2
F -3.07558 -3.60277 -5.74999 0.1 -0.3 -0.2
C -0.74054 -3.61548 -5.79436 0.4 -0.4 -0.2
F 0.37185 -3.12440 -5.22167 -0.1 0.3 0.3
F -0.67792 -3.32009 -7.11132 -0.3 0.1 0.0
H -0.89600 0.44742 -2.79139 -0.1 -0.1 0.1
H -2.58842 -2.65506 -1.97808 0.2 0.0 0.0
H -2.77489 -1.39816 -3.15041 0.2 0.1 -0.2
H -0.73401 -4.70078 -5.67619 -0.2 0.0 0.1
F 4.67376 5.19760 -3.39236 -0.5 0.2 0.0
C 5.00953 3.90191 -3.47294 0.7 -0.1 0.2
F 6.14419 3.84861 -4.21281 -0.1 -0.3 -0.1
C 3.92644 3.03801 -4.12867 -0.8 0.2 -0.5
F 3.73635 3.41156 -5.41195 0.1 0.2 0.0
F 4.41672 1.76860 -4.16864 0.2 0.0 0.3
C 2.54676 2.94501 -3.42794 -0.5 -0.2 0.2
O 1.47543 3.76745 -3.92411 0.8 0.8 -0.1
C 1.30198 5.08127 -3.47081 0.1 -1.6 0.4
F 2.09770 5.32990 -2.42326 0.3 0.3 0.0
F 0.03980 5.15203 -3.00296 -0.2 0.2 -0.2
C 1.45535 6.10635 -4.59885 -0.1 0.3 -0.5
F 2.67143 6.04559 -5.16531 0.2 -0.2 0.1
F 1.30115 7.35810 -4.11219 -0.1 -0.1 0.3
H 5.24515 3.53856 -2.46913 -0.1 -0.1 0.0
H 2.19480 1.93142 -3.62670 0.1 0.1 -0.2
H 2.62876 3.00210 -2.34228 0.2 0.3 0.0
H 0.70840 5.93671 -5.37686 -0.1 -0.1 0.1
C 0.33359 -4.89157 4.24747 0.4 0.1 1.0
O 1.08973 -5.25984 3.10460 -0.5 0.1 -0.2
C 0.92269 -4.33180 2.03725 0.0 1.0 0.4
C 1.25712 -2.84339 2.45478 0.0 -0.8 -0.4
C 1.64621 -2.00194 1.20852 0.2 0.8 -0.3
C 2.12089 -0.53845 1.58447 -0.6 -1.2 1.1
C 1.03806 0.06926 2.53858 0.0 0.9 -0.8
C 0.88684 1.62677 2.44962 0.8 -0.3 0.3
C 0.38309 2.26735 3.78237 -0.5 0.1 -0.7
C -0.82055 1.51523 4.43835 0.1 0.8 0.9
C -2.20445 1.90789 3.80817 1.0 -0.6 -0.7
C -2.92985 0.75787 3.05554 -1.2 -0.2 0.5
N -4.34456 1.21247 2.86123 0.9 0.3 0.2
C -3.01452 -0.58177 3.84013 0.4 -0.4 -0.7
O -3.97516 -1.38807 3.13924 0.1 0.2 1.0
C -4.44455 -2.43356 3.96724 -0.7 -0.8 -0.7
H -0.56959 -4.28805 4.01923 0.5 -0.3 -0.1
H 0.00659 -5.78086 4.83038 0.3 0.3 -0.7
H 1.00975 -4.31711 4.92587 -0.7 -0.1 -0.3
H 1.58433 -4.65671 1.21440 -0.4 0.0 0.4
H -0.15362 -4.33920 1.73388 0.7 -0.1 -0.2
H 0.34994 -2.47461 2.97957 0.7 0.2 -0.4
H 2.08437 -2.83772 3.20177 -0.4 -0.1 -0.5
H 0.79400 -1.93672 0.47781 0.7 -0.1 0.8
H 2.50038 -2.46865 0.67448 -0.6 -0.1 0.3
H 2.33580 0.07301 0.68789 -0.3 -0.3 0.4
H 3.06250 -0.68022 2.16784 -0.5 0.4 -0.5
H 0.05902 -0.36652 2.22403 0.6 0.2 0.6
H 1.25989 -0.20203 3.59034 -0.2 -0.1 -0.6
H 1.89063 2.06957 2.23639 -0.7 -0.3 0.0
H 0.24389 1.86217 1.57546 0.2 0.0 0.6
H 1.23307 2.41504 4.48447 -0.5 -0.5 -0.4
H 0.02923 3.29979 3.54051 0.3 -0.6 0.3
H -0.66781 0.41625 4.50151 -0.1 0.7 -0.3
H -0.84948 1.85811 5.50113 0.0 -0.3 -0.7
H -2.00148 2.70455 3.05464 -0.3 -0.4 0.5
H -2.86106 2.35076 4.58173 0.1 -0.5 -0.4
H -2.52595 0.53354 2.04470 0.4 0.2 0.7
H -4.72364 0.81293 2.01058 -0.1 0.0 0.1
H -4.26946 2.22040 2.74556 -0.4 -0.1 -0.2
H -2.06254 -1.17238 3.81949 -0.3 0.7 0.1
H -3.29892 -0.45184 4.90812 -0.1 0.2 -0.6
H -5.24277 -2.95260 3.38802 0.6 0.3 0.4
H -4.92393 -2.08335 4.90691 0.5 0.0 -0.4
H -3.64704 -3.18883 4.16276 -0.4 0.5 0.2


64
Properties=species:S:1:pos:R:3:forces:R:3 method="wB97M-V/def2-TZVPD" spin_multiplicity=4 relative_energy_kcal_mol=0.0 total_energy_ha=-2274.83022 homo_ev="-11.5 / -11.1" mol_weight_g_mol=416.48 charge=+1
O 1.93304 4.60511 -2.32236 0.4 0.9 -1.9
C 2.14907 4.78674 -3.79917 -0.2 -1.0 -0.4
C 2.43370 6.26748 -3.73559 -0.2 -0.3 0.7
H 1.26541 4.52675 -4.39822 0.2 -0.2 0.4
H 3.04608 4.24710 -4.14546 -0.5 -0.2 0.2
C 2.38075 5.99121 -2.20829 0.6 1.5 0.1
H 1.65191 6.91834 -4.13557 0.1 -0.2 0.2
H 3.42037 6.54828 -4.12348 -0.4 0.1 0.2
C 1.41980 6.86616 -1.42790 0.2 -0.3 0.2
H 0.38032 6.65726 -1.70523 0.2 0.1 0.0
H 1.66042 7.92520 -1.59737 -0.1 -0.3 0.1
H 1.55907 6.64550 -0.36604 -0.2 0.1 0.1
C 3.79802 6.05440 -1.66597 -0.1 -0.1 0.3
H 4.44790 5.36297 -2.22001 -0.1 0.2 0.1
H 3.79640 5.77418 -0.60986 0.2 0.0 0.0
H 4.18191 7.07875 -1.75994 0.0 -0.3 0.0
Mn 0.99202 1.18308 0.43252 -0.3 -1.1 0.1
C 2.25138 -0.28369 1.27571 0.3 0.4 -0.3
C 1.67923 -1.01171 0.15507 -0.2 -1.4 0.2
C 1.86522 -0.15378 -0.99845 0.8 0.9 0.2
H 1.60807 -2.09024 0.09785 0.2 0.3 0.0
C 2.76755 0.93645 -0.65389 -0.2 -1.8 0.2
C 2.99628 0.85318 0.77940 0.2 -0.7 -0.9
H 3.65066 1.49951 1.36149 -0.3 -0.2 -0.2
H 2.22883 -0.64712 2.29999 0.1 0.2 -0.3
H 1.49096 -0.43052 -1.97308 0.1 0.2 0.0
H 3.24078 1.61331 -1.36566 -0.4 0.0 0.3
C -0.00263 1.19032 2.29861 -0.9 1.4 -0.4
C 1.00525 2.23200 2.30655 -1.1 0.7 0.1
C 0.71775 3.15190 1.25421 -0.9 0.0 0.5
H 1.74734 2.36932 3.08818 0.1 -0.2 -0.5
C -0.47402 2.69355 0.57480 0.1 0.0 0.5
C -0.93028 1.50099 1.23606 0.1 0.3 0.8
H -1.83693 0.94463 1.00058 0.5 0.1 -0.1
H -0.13074 0.42568 3.05058 0.2 -0.1 -0.3
H 1.23038 4.08628 1.05268 0.1 -0.3 -0.1
H -0.96762 3.17265 -0.27311 0.3 -0.2 0.3
O -1.28516 3.06553 -3.97311 1.5 -1.3 0.3
C -0.29760 2.40588 -3.10009 -0.4 -0.1 0.1
C 0.72178 1.66694 -4.00489 -0.4 1.0 -0.5
H -0.78298 1.64495 -2.45313 -0.2 0.3 -0.3
H 0.13809 3.16884 -2.42833 -0.1 -0.2 -0.6
C -0.16759 1.27694 -5.20104 -0.7 -0.2 0.4
H 1.23692 0.81947 -3.52922 -0.3 0.4 -0.2
H 1.45528 2.40764 -4.34858 0.1 -0.4 0.2
C -1.19677 2.43018 -5.26623 -0.2 -0.1 -0.7
H -0.71556 0.34292 -4.96748 0.4 0.3 -0.2
H 0.33083 1.16859 -6.17455 0.1 -0.1 0.5
H -2.19216 2.03668 -5.57492 0.6 0.4 0.3
H -0.87941 3.17028 -6.03396 -0.2 -0.2 0.6
C -1.19086 -3.77507 0.20851 0.3 -0.1 -0.2
C -1.03643 -2.44324 0.96328 -0.3 -0.7 0.9
C -2.47243 -1.98181 1.23931 -0.2 0.4 -0.2
C -0.32885 -2.65406 2.29121 0.2 -0.3 0.4
O -0.37571 -1.43814 0.26451 0.6 1.8 -1.4
H -1.75155 -4.50968 0.80939 0.2 0.3 -0.1
H -0.22305 -4.21857 -0.04303 0.0 0.0 0.0
H -1.74706 -3.61659 -0.72169 0.1 0.0 0.1
H -2.99572 -2.68080 1.91045 0.2 0.3 -0.2
H -2.46307 -0.98147 1.68180 -0.1 -0.1 0.1
H -3.01667 -1.93165 0.28750 0.0 0.1 0.3
H 0.61195 -3.18950 2.12567 0.0 0.0 0.1
H -0.09386 -1.67714 2.72317 -0.1 -0.1 0.1
H -0.94160 -3.22267 3.00297 0.2 0.1 -0.2


79
Properties=species:S:1:pos:R:3:forces:R:3 method="wB97M-V/def2-TZVPD" total_energy_ha=-3121.24436 homo_ev=-9.4 mol_weight_g_mol=651.58
C 4.79531 -4.85871 1.16845 -0.1 0.1 -0.4
C 3.77243 -3.79670 0.85696 0.7 -0.1 0.2
C 2.46345 -4.07495 0.61514 0.4 0.2 -0.1
C 1.47904 -3.08311 0.27843 0.1 -0.5 0.0
C 0.08355 -3.59523 -0.00142 0.0 0.1 0.4
C -1.10312 -2.74924 0.46279 -0.2 -0.3 -0.3
C -1.41918 -2.91886 1.93437 -1.0 0.2 -1.2
F -0.36555 -2.84368 2.73709 0.1 -0.1 0.3
F -2.04200 -4.10805 2.10287 0.5 -0.3 0.5
F -2.32943 -1.99959 2.29903 0.3 0.3 0.4
C 1.90349 -1.80079 0.20783 -0.2 0.2 -0.3
O 1.02442 -0.74496 -0.17061 0.0 0.1 0.4
C 0.71375 -0.03310 0.87636 0.0 0.1 0.4
N 0.44958 0.52802 1.85216 0.0 -0.1 -0.6
C 3.24630 -1.43484 0.46208 -0.4 0.1 -0.1
N 3.72995 -0.18410 0.41173 0.3 -0.7 0.3
S 5.27327 -0.36424 0.78992 0.7 0.7 -0.1
N 5.42863 -1.93532 0.99067 -0.6 0.0 0.0
C 4.19500 -2.43902 0.79444 -0.4 0.1 -0.2
H 4.68359 -5.66982 0.44942 0.0 -0.2 0.2
H 5.80488 -4.47377 1.04710 0.0 0.1 0.1
H 4.68774 -5.22211 2.18891 0.0 -0.1 0.0
H 2.17817 -5.11868 0.66274 -0.3 0.0 0.0
H -0.00055 -4.55229 0.51804 0.0 -0.1 -0.1
H -0.02633 -3.84312 -1.05797 0.1 0.2 -0.1
H -1.98532 -3.13474 -0.05056 -0.1 0.1 0.1
H -1.06187 -1.69640 0.20949 0.2 0.0 0.1
O -8.07963 -3.45839 -0.51648 -2.0 0.7 -1.9
P -7.11681 -3.31477 -1.62584 5.3 -0.7 2.3
O -6.41901 -4.74811 -1.87760 -0.5 0.4 -0.3
C -7.21525 -5.83029 -2.36901 -0.2 -0.2 -0.1
C -7.56884 -5.67084 -3.83709 0.0 0.2 0.0
O -5.86877 -2.51612 -0.95735 -0.3 0.2 -0.3
C -5.98097 -1.89560 0.32544 0.1 -0.1 0.3
C -5.46100 -2.80565 1.41754 0.1 -0.2 0.0
O -6.81617 -2.67901 -3.08676 -2.6 -0.2 0.1
C -7.72247 -1.67396 -3.59727 -0.1 0.3 0.0
C -7.71565 -0.41663 -2.75021 0.1 -0.1 0.2
H -8.11936 -5.92884 -1.76176 0.0 0.0 0.0
H -6.62304 -6.73340 -2.22821 0.1 0.1 0.1
H -8.25285 -4.83287 -3.99052 0.0 -0.1 0.0
H -8.05235 -6.57261 -4.21394 0.0 0.0 0.0
H -6.67527 -5.47263 -4.42831 0.0 -0.1 0.0
H -7.00839 -1.58956 0.52180 -0.1 -0.2 -0.1
H -5.37939 -0.98506 0.28638 0.0 0.0 -0.1
H -5.91092 -3.79679 1.36012 -0.2 0.1 0.0
H -5.66399 -2.38475 2.40317 0.0 0.0 0.0
H -4.38578 -2.93908 1.31669 0.0 0.0 0.0
H -8.73078 -2.09169 -3.65801 0.0 0.0 0.0
H -7.39692 -1.45045 -4.61138 0.1 -0.1 0.0
H -8.11829 -0.60920 -1.75186 0.0 0.0 0.0
H -8.32570 0.35810 -3.21476 0.0 0.0 0.0
H -6.69971 -0.04355 -2.62515 0.0 0.0 -0.1
O 6.14957 6.22372 2.28313 -2.3 1.4 1.0
P 5.29395 5.86665 1.13400 3.3 -2.9 -3.7
O 5.12429 4.26477 1.10671 -0.3 0.5 0.2
C 4.40365 3.62484 2.16684 -0.3 -0.1 0.2
C 2.90660 3.85204 2.06109 0.0 0.2 0.0
O 6.27320 6.06209 -0.15178 -0.3 0.3 0.1
C 7.52816 6.73022 -0.03426 0.3 -0.1 0.0
C 8.65672 5.74001 0.16762 0.0 -0.2 -0.1
O 3.97964 6.23191 0.25953 -0.5 1.0 2.4
C 3.33631 7.50688 0.48491 -0.1 0.3 0.0
C 4.23431 8.67202 0.11764 0.2 -0.1 0.0
H 4.78094 3.96731 3.13439 0.1 0.0 -0.1
H 4.61475 2.55985 2.08607 0.1 0.0 -0.1
H 2.65285 4.89910 2.24613 0.0 0.0 0.0
H 2.37288 3.24209 2.79018 0.0 0.0 0.0
H 2.55040 3.60282 1.06225 0.0 -0.1 0.0
H 7.50307 7.46731 0.76824 -0.1 -0.1 0.1
H 7.67986 7.27794 -0.96671 -0.1 -0.1 0.0
H 8.43650 5.05134 0.98284 0.0 0.1 0.1
H 9.59203 6.25754 0.38647 0.0 0.0 0.0
H 8.79756 5.13771 -0.73127 0.0 0.0 0.0
H 3.02397 7.57603 1.53008 0.0 0.0 0.0
H 2.43738 7.51224 -0.12841 0.0 -0.2 0.0
H 5.10223 8.72762 0.78068 -0.1 0.0 0.0
H 3.68910 9.61252 0.19835 0.0 0.0 0.0
H 4.60818 8.56254 -0.89985 -0.1 0.0 0.0